(1)
The following is a quantum chemistry calculation of a structure of composition HHgO2P, from the OMol25 dataset.

HOMO level (spin up / spin down), eV: -8.11 / -11.09
<S²>: 2.01
Frontier orbital gap (spin up / spin down), Ha: 0.27978 / 0.32213
Multiplicity: 3

Last column: Mulliken charge in e.
CARTESIAN COORDINATES (ANGSTROEM)
1 P -0.59 1.08 0.12  0.56
2 O 0.65 0.09 0.12  -0.61
3 O -1.80 0.16 -0.18  -0.56
4 Hg -0.62 -1.65 -0.55  0.59
5 H 2.36 0.32 0.49  0.02

(2)
The following is a quantum chemistry calculation of a structure of composition C29H38N2O2P3Sr, from the OMol25 dataset.

HOMO level, eV: -8.13
Frontier orbital gap, Ha: 0.19556
Charge: +1

Last column: Mulliken charge in e.
CARTESIAN COORDINATES (ANGSTROEM)
1 Sr 0.82 0.88 -1.77  1.64
2 P 2.42 -1.77 -1.09  0.90
3 C 2.37 -2.01 -2.86  -1.23
4 C 1.16 -2.03 -3.61  0.68
5 N 0.04 -1.37 -3.12  0.44
6 C -1.16 -1.70 -3.62  -0.06
7 C -1.31 -2.55 -4.73  -0.91
8 C -0.16 -2.98 -5.40  -0.49
9 C 1.09 -2.67 -4.88  -1.07
10 C -2.42 -1.14 -2.95  -0.69
11 P -2.24 0.55 -2.22  0.63
12 H 2.03 -2.95 -5.36  0.39
13 H -2.31 -2.79 -5.08  0.42
14 H -0.24 -3.58 -6.29  0.43
15 H -3.25 -1.12 -3.67  0.53
16 H -2.70 -1.81 -2.12  0.38
17 H 3.69 2.77 -3.52  0.28
18 H 3.29 -2.22 -3.41  0.16
19 H 0.01 6.01 -3.08  0.30
20 O 3.10 2.01 -3.44  -0.54
21 H 2.37 2.32 -4.03  0.33
22 H 1.28 1.61 0.40  0.50
23 O 0.16 5.06 -3.13  -0.60
24 H -0.72 4.70 -3.35  0.31
25 C -2.86 1.55 -3.63  -1.45
26 H -3.75 1.10 -4.08  0.36
27 H -3.11 2.56 -3.25  0.38
28 H -2.07 1.64 -4.38  0.34
29 C -3.75 0.52 -1.19  -1.07
30 H -3.98 1.54 -0.86  0.40
31 H -4.62 0.11 -1.74  0.40
32 H -3.58 -0.09 -0.29  0.10
33 C 2.65 -3.52 -0.55  -1.33
34 H 3.59 -3.92 -0.95  0.43
35 H 2.64 -3.58 0.54  0.27
36 H 1.81 -4.12 -0.96  0.32
37 C 4.11 -1.08 -0.87  -1.23
38 H 4.27 -0.93 0.21  0.36
39 H 4.86 -1.78 -1.26  0.40
40 H 4.21 -0.11 -1.38  0.21
41 N 0.32 1.25 0.47  -1.14
42 P -0.02 0.88 1.99  1.54
43 C -1.32 -0.36 1.93  0.95
44 C -2.51 -0.23 2.66  -0.58
45 C -3.48 -1.24 2.60  -0.75
46 C -3.29 -2.34 1.75  -0.68
47 C -2.14 -2.43 0.96  -1.10
48 C -1.16 -1.43 1.04  0.06
49 C 1.43 0.21 2.83  0.24
50 C 1.77 -1.14 2.62  -0.03
51 C 3.01 -1.62 3.07  -0.77
52 C 3.86 -0.76 3.79  -0.49
53 C 3.49 0.56 4.06  -0.76
54 C 2.28 1.05 3.57  -0.29
55 C -0.59 2.12 3.17  0.21
56 C -0.69 1.76 4.52  -0.21
57 C -1.10 2.69 5.48  -0.79
58 C -1.43 3.99 5.08  -0.45
59 C -1.36 4.35 3.74  -0.63
60 C -0.94 3.42 2.77  -0.76
61 H -2.67 0.63 3.30  0.35
62 H -4.37 -1.17 3.20  0.42
63 H -4.04 -3.14 1.71  0.39
64 H -1.98 -3.27 0.30  0.48
65 H -0.26 -1.49 0.43  0.18
66 H 1.08 -1.83 2.12  0.33
67 H 3.28 -2.66 2.90  0.38
68 H 4.82 -1.13 4.15  0.41
69 H 4.12 1.22 4.66  0.41
70 H 1.96 2.07 3.79  0.39
71 H -0.43 0.75 4.84  0.51
72 H -1.16 2.39 6.52  0.41
73 H -1.75 4.71 5.84  0.40
74 H -1.64 5.36 3.44  0.40
75 H -0.87 3.71 1.72  0.34

(3)
The following is a quantum chemistry calculation of the molecule C3H4N2O, from the OMol25 dataset.

HOMO level, eV: -8.69
Frontier orbital gap, Ha: 0.34847
Energy above the lowest of the compared OMol25 structures with the same formula, charge and spin, kcal per mole: 65.7

Last column: Mulliken charge in e.
CARTESIAN COORDINATES (ANGSTROEM)
1 O -1.00 -1.64 -1.41  -0.74
2 C -0.34 -0.80 -0.72  0.53
3 C 1.01 -0.42 -0.43  -0.58
4 C 0.92 0.81 0.19  -0.22
5 N -0.40 1.21 0.25  -0.12
6 N -1.16 0.14 -0.15  -0.30
7 H 1.92 -0.93 -0.71  0.35
8 H 1.69 1.45 0.59  0.40
9 H -0.75 1.74 1.04  0.26
10 H -1.98 -0.31 -0.89  0.42

(4)
The following is a quantum chemistry calculation of a structure of composition C36H76N6O12V, from the OMol25 dataset.

HOMO level, eV: -4.66
Frontier orbital gap, Ha: 0.10802
Energy above the lowest of the compared OMol25 structures with the same formula, charge and spin, kcal per mole: 235.5
Charge: -1

Last column: Mulliken charge in e.
CARTESIAN COORDINATES (ANGSTROEM)
1 O -11.23 14.04 -2.60  -0.57
2 V -11.58 12.63 -3.20  1.92
3 O -12.16 11.70 -2.08  -0.61
4 N -12.06 9.52 -7.12  1.01
5 O -12.05 10.08 -6.05  -0.65
6 O -13.05 8.93 -7.56  -0.67
7 O -11.06 9.39 -7.71  -0.60
8 N -7.95 12.76 -5.87  0.93
9 O -8.39 12.31 -4.81  -0.56
10 O -6.79 12.50 -6.20  -0.61
11 O -8.77 13.03 -6.75  -0.59
12 C -18.62 4.52 -0.14  -1.53
13 C -17.98 4.41 -1.56  1.88
14 C -18.52 5.48 -2.51  -1.62
15 C -18.01 6.84 -2.19  -0.53
16 C -16.43 6.80 -2.30  -1.31
17 C -15.77 5.64 -1.46  1.70
18 N -16.53 4.40 -1.67  0.24
19 O -15.99 3.32 -0.94  -0.48
20 C -14.36 5.45 -1.99  -1.90
21 C -15.68 6.22 -0.05  -1.88
22 C -18.55 3.11 -2.15  -2.26
23 H -17.98 5.07 0.55  0.38
24 H -18.74 3.56 0.36  0.32
25 H -19.54 5.09 -0.16  0.32
26 H -18.18 5.20 -3.51  0.47
27 H -19.59 5.37 -2.68  0.46
28 H -18.40 6.93 -1.17  0.28
29 H -18.41 7.59 -2.87  0.38
30 H -15.92 7.75 -2.15  0.40
31 H -16.18 6.58 -3.34  0.46
32 H -13.84 4.89 -1.21  0.40
33 H -14.47 4.81 -2.86  0.47
34 H -13.92 6.43 -2.14  0.40
35 H -16.55 6.80 0.25  0.37
36 H -15.70 5.45 0.72  0.43
37 H -14.77 6.81 0.07  0.42
38 H -19.63 3.13 -2.31  0.42
39 H -18.36 2.31 -1.45  0.54
40 H -18.12 2.66 -3.05  0.38
41 H -16.15 2.60 -1.55  0.37
42 C -10.15 9.12 3.44  -1.90
43 C -8.72 9.36 2.87  1.38
44 C -8.76 9.23 1.29  -1.15
45 C -7.50 9.82 0.54  -0.71
46 C -7.28 11.26 0.98  -1.25
47 C -7.18 11.44 2.51  1.41
48 N -8.28 10.78 3.21  0.11
49 O -8.33 11.15 4.57  -0.43
50 C -5.70 10.94 2.86  -1.46
51 C -7.22 12.99 2.77  -1.88
52 C -7.77 8.27 3.56  -1.55
53 H -10.78 8.35 2.99  0.35
54 H -10.79 9.99 3.28  0.47
55 H -10.15 9.11 4.53  0.37
56 H -8.97 8.24 0.88  0.46
57 H -9.57 9.87 0.92  0.39
58 H -7.69 9.68 -0.52  0.44
59 H -6.62 9.24 0.82  0.30
60 H -7.99 11.96 0.54  0.41
61 H -6.35 11.60 0.54  0.41
62 H -5.44 11.22 3.88  0.37
63 H -5.72 9.86 2.75  0.36
64 H -4.93 11.24 2.15  0.34
65 H -7.26 13.19 3.84  0.37
66 H -6.49 13.52 2.15  0.40
67 H -8.12 13.46 2.38  0.46
68 H -7.66 8.48 4.62  0.40
69 H -6.82 8.29 3.03  0.31
70 H -8.08 7.24 3.43  0.42
71 H -7.70 10.47 4.82  0.39
72 C -16.59 14.26 -5.05  -1.81
73 C -16.35 15.44 -6.10  1.27
74 C -17.25 16.59 -5.65  -1.28
75 C -16.90 17.95 -6.48  -0.68
76 C -15.46 18.30 -6.21  -1.10
77 C -14.41 17.12 -6.46  1.68
78 N -14.96 15.84 -5.90  0.01
79 O -14.08 14.76 -6.03  -0.23
80 C -14.19 17.11 -7.97  -1.58
81 C -13.17 17.56 -5.74  -2.14
82 C -16.67 14.96 -7.56  -1.41
83 H -16.07 14.37 -4.10  0.42
84 H -15.97 13.46 -5.44  0.45
85 H -17.61 13.90 -4.94  0.37
86 H -18.29 16.40 -5.91  0.40
87 H -17.20 16.67 -4.57  0.42
88 H -17.60 18.72 -6.16  0.38
89 H -17.09 17.75 -7.53  0.30
90 H -15.32 18.58 -5.16  0.43
91 H -15.18 19.17 -6.80  0.44
92 H -13.66 16.22 -8.30  0.33
93 H -15.12 17.02 -8.54  0.34
94 H -13.67 18.04 -8.20  0.44
95 H -12.38 16.86 -6.02  0.44
96 H -12.89 18.60 -5.89  0.34
97 H -13.24 17.44 -4.66  0.47
98 H -17.00 15.81 -8.17  0.33
99 H -17.45 14.20 -7.54  0.45
100 H -15.81 14.51 -8.05  0.23
101 H -14.18 14.54 -6.96  0.30
102 C -8.14 19.53 0.91  -1.67
103 C -6.94 19.67 -0.12  1.63
104 C -6.92 18.49 -1.15  -1.17
105 C -8.03 18.54 -2.26  -0.67
106 C -7.83 19.92 -2.99  -1.15
107 C -7.86 21.08 -2.01  1.47
108 N -6.86 20.85 -0.92  0.21
109 O -6.74 22.00 -0.21  -0.48
110 C -7.56 22.35 -2.86  -1.95
111 C -9.30 21.32 -1.49  -1.68
112 C -5.62 19.53 0.74  -1.90
113 H -8.01 18.81 1.72  0.44
114 H -8.37 20.48 1.38  0.35
115 H -9.07 19.19 0.44  0.28
116 H -5.90 18.35 -1.51  0.40
117 H -7.06 17.51 -0.71  0.39
118 H -7.97 17.66 -2.90  0.46
119 H -9.04 18.36 -1.90  0.30
120 H -8.61 20.00 -3.75  0.43
121 H -6.94 19.92 -3.61  0.39
122 H -8.16 22.48 -3.76  0.40
123 H -6.53 22.32 -3.20  0.47
124 H -7.59 23.32 -2.37  0.37
125 H -9.74 20.36 -1.21  0.31
126 H -9.89 21.74 -2.30  0.47
127 H -9.31 21.97 -0.61  0.30
128 H -5.77 18.73 1.47  0.38
129 H -4.71 19.42 0.16  0.40
130 H -5.40 20.44 1.30  0.46
131 H -5.78 22.07 -0.16  0.38

(5)
The following is a quantum chemistry calculation of the molecule C8H8O3, from the OMol25 dataset.

HOMO level, eV: -8.15
Frontier orbital gap, Ha: 0.30742
Energy above the lowest of the compared OMol25 structures with the same formula, charge and spin, kcal per mole: 115.7

Last column: Mulliken charge in e.
CARTESIAN COORDINATES (ANGSTROEM)
1 C 2.43 0.07 0.00  -1.18
2 C 1.29 0.18 0.94  0.03
3 C 0.76 1.50 1.41  -0.03
4 O 0.90 2.34 2.24  -0.52
5 C -0.09 0.77 0.43  0.97
6 C -0.31 1.25 -0.93  -0.40
7 C -1.39 0.61 -1.38  -0.79
8 C -1.76 -0.42 -0.40  0.73
9 C -2.21 -1.67 -0.52  -0.41
10 O -2.02 -2.61 0.55  -0.54
11 O -1.16 -0.07 0.80  -0.61
12 H 2.44 1.07 -0.63  0.22
13 H 2.23 -0.68 -0.77  0.32
14 H 3.43 -0.07 0.46  0.36
15 H 1.19 -0.66 1.67  0.38
16 H 0.09 2.19 -1.23  0.40
17 H -1.65 0.34 -2.40  0.32
18 H -2.74 -2.10 -1.38  0.35
19 H -1.40 -2.05 1.13  0.40

(6)
The following is a quantum chemistry calculation of the molecule C3H6FN, from the OMol25 dataset.

HOMO level, eV: -9.54
Frontier orbital gap, Ha: 0.38375
Energy above the lowest of the compared OMol25 structures with the same formula, charge and spin, kcal per mole: 44.3

Last column: Mulliken charge in e.
CARTESIAN COORDINATES (ANGSTROEM)
1 C -1.11 1.07 -0.04  -0.64
2 C -0.83 -0.20 0.00  0.47
3 F -2.03 -0.93 -0.03  -0.30
4 C 0.57 -1.03 -0.03  -0.46
5 N 1.59 -0.01 -0.16  -0.63
6 H -2.08 1.57 -0.27  0.28
7 H -0.22 1.86 0.50  0.14
8 H 0.26 -1.68 -0.81  0.26
9 H 0.95 -1.71 0.83  0.26
10 H 1.68 0.32 0.88  0.29
11 H 1.22 0.72 -0.86  0.32